Formula: CH10N2O3
Source: OMol25
Level of theory: the ωB97M-V functional and the def2-TZVPD basis

Summary:
ΔE to the lowest compared entry with this formula, charge and spin = 201.0 kcal per mole

```
16
CH10N2O3 | OMol25 | the ωB97M-V functional and the def2-TZVPD basis
N -0.55 -0.72 0.09
C -0.55 0.51 0.77
N -0.74 0.36 2.18
H -0.49 -0.59 -0.86
H 0.14 -1.36 0.50
H -1.39 1.06 0.32
H 0.03 -0.24 2.57
H 0.21 0.46 -2.26
H -0.85 1.16 2.67
O 0.29 -0.63 -2.59
H 0.36 0.88 0.33
H 2.32 -1.35 1.69
O 1.37 -1.14 1.83
H -0.13 2.31 -2.26
H 1.10 -0.66 -3.11
O -0.28 1.49 -1.75
```

natural (NBO) atomic charge list, values in e, 8 entries: number 1, N, carries -0.383; number 2, C, carries -0.126; number 3, N, carries -0.669; number 4, H, carries 0.432; number 5, H, carries 0.441; number 6, H, carries 0.270; number 7, H, carries 0.446; number 8, H, carries 0.476